Entry 1:
Below is a structure of composition C22H66F4HfO22, with properties calculated with the ωB97M-V functional and the def2-TZVPD basis.

The orbital gap is 0.343 Eh.

Atoms and positions in Å:
1 Hf -0.264 0.095 -0.329
2 F 1.710 -1.170 0.300
3 F -1.129 0.906 -2.378
4 F -2.550 0.232 0.122
5 F 0.168 0.899 1.865
6 C 1.612 2.941 4.567
7 C 1.713 1.441 5.078
8 O 0.750 0.546 4.527
9 O 1.734 2.890 3.186
10 H 2.421 3.469 5.072
11 H 0.609 3.250 4.863
12 H 1.620 1.437 6.164
13 H 2.741 1.148 4.865
14 H 0.730 0.651 3.573
15 H 1.028 2.339 2.840
16 C 2.250 1.536 -2.042
17 C 2.420 0.051 -2.510
18 O 1.132 -0.587 -2.439
19 O 1.544 1.601 -0.805
20 H 1.617 2.059 -2.759
21 H 3.240 1.992 -2.020
22 H 3.115 -0.430 -1.822
23 H 2.855 -0.046 -3.504
24 H 1.127 -1.293 -3.089
25 H 1.536 2.487 -0.435
26 C -2.208 1.077 -5.885
27 C -2.482 2.372 -5.163
28 O -1.332 2.992 -4.610
29 O -2.127 0.092 -4.902
30 H -1.308 1.023 -6.497
31 H -3.042 0.698 -6.476
32 H -3.173 2.278 -4.325
33 H -2.956 3.090 -5.833
34 H -1.168 2.623 -3.739
35 H -1.659 0.529 -4.187
36 C -2.066 3.349 3.301
37 C -2.327 2.046 3.967
38 O -3.726 1.902 4.145
39 O -2.568 3.260 1.946
40 H -1.012 3.620 3.347
41 H -2.372 4.210 3.895
42 H -1.806 1.893 4.911
43 H -1.991 1.283 3.265
44 H -4.107 1.869 3.264
45 H -3.485 2.978 1.983
46 C -5.445 0.507 -1.961
47 C -4.590 -0.691 -2.436
48 O -4.205 -1.447 -1.260
49 O -4.890 1.357 -0.900
50 H -6.325 0.056 -1.501
51 H -5.780 1.173 -2.757
52 H -3.667 -0.158 -2.667
53 H -4.876 -1.229 -3.340
54 H -3.561 -0.930 -0.771
55 H -4.009 1.051 -0.672
56 C -1.714 -3.502 -4.911
57 C -1.297 -3.062 -6.336
58 O 0.090 -2.760 -6.429
59 O -1.582 -2.476 -3.974
60 H -1.107 -4.375 -4.671
61 H -2.758 -3.815 -4.927
62 H -1.861 -2.217 -6.732
63 H -1.555 -3.893 -6.992
64 H 0.426 -3.574 -6.813
65 H -1.880 -1.656 -4.376
66 C 4.768 2.389 1.812
67 C 4.806 0.805 1.797
68 O 3.686 0.274 2.548
69 O 4.446 2.925 3.051
70 H 3.961 2.771 1.187
71 H 5.721 2.741 1.415
72 H 5.660 0.332 2.282
73 H 4.819 0.499 0.751
74 H 3.035 -0.119 1.962
75 H 3.569 2.598 3.262
76 C -0.604 3.845 -0.646
77 C 0.330 4.652 0.284
78 O 1.710 4.190 0.283
79 O -0.946 2.632 -0.078
80 H -0.230 3.748 -1.665
81 H -1.502 4.451 -0.770
82 H -0.143 4.728 1.263
83 H 0.398 5.685 -0.058
84 H 2.342 4.872 0.524
85 H -1.541 2.874 0.636
86 C -0.837 -3.168 -0.636
87 C -1.374 -3.067 0.758
88 O -0.944 -1.765 1.301
89 O -0.910 -1.999 -1.446
90 H -1.368 -3.997 -1.103
91 H 0.224 -3.416 -0.610
92 H -0.955 -3.927 1.279
93 H -2.464 -3.064 0.723
94 H -0.957 -1.757 2.261
95 H -1.205 -2.309 -2.305
96 C 3.998 -3.868 -0.045
97 C 4.010 -3.788 1.529
98 O 2.696 -3.249 1.869
99 O 4.048 -2.607 -0.562
100 H 3.087 -4.418 -0.281
101 H 4.873 -4.406 -0.412
102 H 4.811 -3.147 1.894
103 H 3.987 -4.801 1.932
104 H 2.486 -2.463 1.359
105 H 3.237 -2.147 -0.337
106 C 0.823 -3.915 4.449
107 C 0.117 -2.522 4.262
108 O -1.269 -2.720 3.870
109 O 0.936 -4.733 3.269
110 H 0.208 -4.539 5.097
111 H 1.675 -3.810 5.121
112 H 0.640 -1.833 3.600
113 H 0.172 -2.025 5.231
114 H -1.796 -3.102 4.576
115 H 1.541 -4.323 2.647

Entry 2:
Below is a cluster of 8 separate species, C22H66N5O8 in total, with properties calculated with the ωB97M-V functional and the def2-TZVPD basis.

The orbital gap is 0.215 Eh. The charge is +1.

Atoms and positions in Å:
1 O 1.678 3.284 -1.769
2 H 2.543 3.603 -1.465
3 H 1.770 2.879 -2.654
4 H 1.333 2.527 -1.198
5 O 4.359 1.385 0.358
6 H 4.759 2.252 0.171
7 H 3.322 1.455 0.399
8 H 4.604 0.754 -0.345
9 C -0.137 -0.283 0.417
10 C 1.235 0.196 0.927
11 O 1.723 1.326 0.254
12 H -0.473 -1.246 0.799
13 H -0.181 -0.324 -0.675
14 H -0.874 0.474 0.702
15 H 1.854 -0.697 0.788
16 H 0.968 0.463 1.955
17 C 2.313 3.461 3.080
18 C 1.557 4.653 2.502
19 C 2.062 6.042 2.981
20 O 1.771 6.205 4.357
21 C 2.947 6.278 5.161
22 N 1.669 4.491 1.038
23 H 3.179 3.102 2.522
24 H 1.653 2.594 3.165
25 H 2.669 3.663 4.095
26 H 0.532 4.760 2.858
27 H 1.404 6.767 2.488
28 H 3.057 6.336 2.634
29 H 3.193 5.237 5.394
30 H 2.677 6.799 6.078
31 H 3.843 6.753 4.757
32 H 1.673 3.488 0.862
33 H 2.602 4.806 0.779
34 C 3.703 -5.414 1.721
35 C 2.290 -4.895 1.546
36 C 1.818 -5.128 0.124
37 O 2.529 -4.489 -0.921
38 C 2.469 -3.080 -0.751
39 N 1.432 -5.578 2.539
40 H 4.501 -4.845 1.241
41 H 3.720 -6.478 1.475
42 H 4.007 -5.390 2.772
43 H 2.177 -3.842 1.823
44 H 0.764 -4.826 0.043
45 H 1.671 -6.184 -0.122
46 H 2.664 -2.632 -1.729
47 H 3.216 -2.813 -0.002
48 H 1.462 -2.695 -0.559
49 H 1.833 -6.506 2.620
50 H 1.430 -5.168 3.462
51 C -1.717 3.865 0.880
52 C -2.088 3.382 -0.508
53 C -2.647 4.369 -1.488
54 O -1.714 5.355 -1.881
55 C -2.339 6.366 -2.663
56 N -1.002 2.669 -1.167
57 H -1.097 4.761 0.851
58 H -1.084 3.079 1.300
59 H -2.605 4.060 1.478
60 H -2.900 2.652 -0.399
61 H -3.623 4.804 -1.244
62 H -2.885 3.799 -2.399
63 H -3.105 6.899 -2.095
64 H -2.856 6.018 -3.564
65 H -1.624 7.105 -3.017
66 H -0.630 1.984 -0.521
67 H -1.310 2.216 -2.022
68 C -0.680 -0.784 -5.291
69 C -0.732 -0.619 -3.767
70 C -2.104 -0.514 -3.096
71 O -2.507 0.809 -3.152
72 C -3.670 1.093 -2.381
73 N 0.241 -1.592 -3.195
74 H 0.313 -1.076 -5.634
75 H -0.781 0.191 -5.773
76 H -1.443 -1.464 -5.664
77 H -0.236 0.338 -3.547
78 H -1.968 -0.864 -2.062
79 H -2.857 -1.176 -3.541
80 H -4.058 2.105 -2.390
81 H -3.483 0.830 -1.333
82 H -4.461 0.392 -2.666
83 H 0.533 -1.209 -2.300
84 H 1.079 -1.509 -3.756
85 C -1.742 -4.157 1.696
86 C -2.311 -5.577 1.722
87 C -3.474 -5.744 0.783
88 O -3.082 -5.672 -0.585
89 C -4.108 -5.659 -1.518
90 N -1.216 -6.514 1.318
91 H -2.498 -3.462 2.077
92 H -1.597 -3.892 0.648
93 H -0.876 -4.174 2.352
94 H -2.775 -5.868 2.669
95 H -4.302 -5.058 1.006
96 H -3.975 -6.720 0.830
97 H -4.801 -6.507 -1.473
98 H -3.826 -5.655 -2.574
99 H -4.764 -4.777 -1.554
100 H -0.333 -6.082 1.599
101 H -1.250 -6.336 0.313

| no. | F_max (eV/Å) | E_HOMO (Eh) | DFT total energy (Eh) |
| --- | --- | --- | --- |
| 1 | 4.18 | -0.3391 | -2980.62854 |
| 2 | 3.39 | -0.3799 | -1752.95916 |